Entry 1:
{
  "formula": "C28H45BF18NO6PSSi3",
  "method": "wB97M-V/def2-TZVPD",
  "elements": ["C", "C", "O", "C", "C", "Si", "O", "Si", "C", "C", "C", "S", "P", "N", "B", "O", "O", "C", "F", "F", "C", "C", "Si", "C", "C", "C", "C", "C", "C", "C", "C", "H", "H", "H", "H", "H", "H", "H", "H", "H", "H", "H", "H", "H", "H", "H", "H", "H", "H", "H", "H", "H", "H", "H", "H", "H", "H", "H", "H", "H", "H", "H", "H", "H", "H", "H", "H", "H", "C", "C", "C", "F", "F", "F", "F", "O", "C", "C", "F", "F", "F", "F", "H", "H", "H", "H", "C", "C", "C", "F", "F", "F", "F", "O", "C", "C", "F", "F", "F", "F", "H", "H", "H", "H"],
  "xyz": [[1.961193, 1.350210, 2.672559], [1.929398, 0.132828, 1.756600], [0.682427, -0.540522, 1.760370], [-0.228321, -0.041104, 0.797986], [0.150429, -0.429663, -0.672690], [0.352596, 1.144989, -1.707103], [1.136962, 2.248656, -0.710422], [1.732545, 3.643164, -1.436616], [3.434777, 3.444024, -2.213339], [3.955701, 4.835035, -2.693695], [3.678603, 5.118140, -4.185054], [2.004171, 5.722868, -4.564484], [1.976305, 5.156918, 0.229058], [1.524709, 6.611770, -0.235864], [1.369418, 0.622370, -3.363692], [2.421857, -0.254135, -3.222590], [1.089871, 1.076242, -4.643197], [-1.418408, 1.683056, -2.212745], [-1.686942, 1.005003, -3.391702], [-1.525634, 3.023594, -2.511523], [-2.534493, 1.330167, -1.237918], [-3.918969, 1.652143, -1.881525], [-4.861537, 2.844855, -0.734532], [-5.514263, 1.777898, 0.701091], [-6.322123, 3.640821, -1.626961], [-3.610544, 4.141146, -0.160501], [-3.245987, 5.109334, -1.065941], [-2.359607, 6.092686, -0.712080], [-1.842528, 6.086391, 0.552694], [-2.168972, 5.127432, 1.462281], [-3.057366, 4.142941, 1.099201], [1.625476, 1.139285, 3.687780], [2.992777, 1.712228, 2.742182], [1.389214, 2.170158, 2.226681], [2.274996, 0.427435, 0.760025], [2.668282, -0.581211, 2.135990], [-1.184697, -0.528914, 1.010474], [-0.420127, 1.033065, 0.909112], [-0.638992, -1.057326, -1.089729], [1.074914, -1.011340, -0.623996], [0.784417, 4.262685, -2.369105], [4.141670, 2.982492, -1.517969], [3.446925, 2.806403, -3.106062], [5.042157, 4.891621, -2.581403], [3.516949, 5.663058, -2.127817], [4.372574, 5.901749, -4.490882], [3.814929, 4.236004, -4.810447], [1.924632, 6.912279, -3.938643], [1.275415, 4.661983, 1.360910], [3.352911, 5.106262, 0.584956], [2.321243, 7.239361, -0.157943], [2.782650, -0.162561, -2.329269], [1.740261, 1.771294, -4.824689], [-2.409401, 1.842232, -0.279295], [-2.513682, 0.258640, -1.028676], [-4.458942, 0.715490, -2.020200], [-3.817283, 2.176540, -2.833187], [-4.935919, 1.901925, 1.617934], [-6.569563, 1.989564, 0.889389], [-5.461595, 0.730756, 0.389563], [-6.030770, 4.531367, -2.188056], [-7.080539, 3.906939, -0.887910], [-6.729235, 2.931158, -2.353137], [-3.667916, 5.096426, -2.066264], [-2.087423, 6.833538, -1.453316], [-1.145473, 6.876162, 0.818541], [-1.773738, 5.111524, 2.471696], [-3.352490, 3.346323, 1.773871], [-2.127457, -2.950480, 4.133511], [-0.645237, -2.892383, 4.554719], [0.406222, -3.085820, 3.462355], [0.328390, -4.306638, 2.889853], [1.648502, -2.986105, 4.004025], [-0.438648, -3.760038, 5.572378], [-0.442001, -1.643238, 5.062680], [-2.843257, -4.165713, 4.347982], [-2.832938, -5.182660, 3.411971], [-2.208449, -6.466523, 3.967585], [-0.934312, -6.265351, 4.350482], [-2.203255, -7.420288, 3.006475], [-2.252722, -4.788589, 2.264374], [-4.124661, -5.452561, 3.116270], [-2.630754, -2.239694, 4.788277], [-2.278278, -2.567573, 3.124216], [0.307854, -2.324757, 2.683123], [-2.777756, -6.826775, 4.826748], [2.249342, -6.908512, 0.641702], [3.123916, -8.120316, 0.259385], [4.643015, -7.926615, 0.229842], [5.023786, -7.018458, -0.686986], [5.235113, -9.098408, -0.103335], [2.695121, -8.622530, -0.919220], [2.881880, -9.076320, 1.201060], [1.642940, -6.158371, -0.408489], [2.336776, -5.138102, -1.031151], [2.542605, -5.406604, -2.523788], [3.235187, -6.542677, -2.721895], [3.248196, -4.390427, -3.071884], [3.491722, -4.879117, -0.390306], [1.582930, -4.019841, -0.909649], [1.401042, -7.325672, 1.183628], [2.748990, -6.255564, 1.357014], [5.016206, -7.620498, 1.210944], [1.580077, -5.490585, -3.032635]],
  "forces_ev_per_angstrom": [[0.1, 0.4, -0.5], [0.8, -0.1, 0.9], [0.0, 0.5, -0.5], [-0.7, -0.6, -0.5], [0.0, 1.0, 0.7], [-0.2, -0.9, 0.5], [-0.1, 0.2, -1.1], [0.1, -0.2, 0.6], [0.0, 0.4, -0.4], [-0.1, -0.3, -0.4], [0.0, 1.0, 0.8], [-0.5, -0.4, -0.5], [-0.1, 0.9, -0.3], [0.4, -0.3, 0.0], [0.5, 0.0, -0.7], [0.2, 0.8, 0.2], [0.2, 0.2, 0.6], [-0.4, -0.1, 0.6], [0.2, 0.0, 0.0], [0.2, 0.0, -0.1], [-0.6, -0.1, -0.6], [0.1, 0.6, 0.8], [-0.1, -0.5, 0.0], [0.1, 0.2, -0.4], [0.4, -0.2, 0.0], [-1.2, -1.1, -0.4], [-0.3, 0.2, -0.7], [-0.1, 0.2, -1.0], [1.3, 1.6, 0.4], [-0.1, -0.7, 1.1], [-0.3, -0.6, 0.2], [-0.2, -0.1, -0.1], [0.0, -0.1, 0.0], [-0.2, -0.1, 0.3], [-0.3, -0.1, -0.1], [-0.2, -0.1, -0.1], [0.1, 0.1, 0.2], [0.4, 0.0, 0.2], [0.2, -0.1, -0.1], [-0.1, 0.0, -0.2], [-0.1, -0.2, 0.1], [-0.1, 0.1, 0.1], [-0.2, -0.2, 0.2], [-0.1, -0.1, 0.2], [0.1, 0.0, 0.1], [0.1, -0.2, -0.3], [0.0, 0.1, 0.0], [0.5, -0.2, 0.2], [0.3, -0.2, 0.0], [-0.2, -0.4, 0.3], [-0.3, 0.2, 0.1], [-0.1, -0.6, -0.1], [-0.2, -0.2, -0.5], [0.3, 0.1, -0.2], [0.3, 0.0, 0.0], [-0.2, 0.2, -0.2], [0.1, -0.3, -0.1], [-0.2, -0.1, 0.0], [0.1, 0.1, 0.2], [0.1, 0.0, 0.1], [0.0, 0.0, 0.1], [-0.1, 0.0, -0.2], [-0.2, 0.0, 0.2], [0.0, 0.1, 0.0], [0.2, 0.1, 0.2], [0.0, -0.1, 0.0], [0.2, 0.2, -0.1], [0.2, 0.2, 0.3], [-0.6, 0.3, -0.1], [-0.3, -0.6, 0.4], [0.3, 0.3, -0.4], [-0.2, -0.3, 0.1], [-0.1, 0.1, 0.2], [0.1, -0.1, -0.1], [0.0, 0.1, -0.2], [0.7, -0.4, -0.1], [-0.3, 1.0, 0.0], [0.0, -0.4, 0.2], [0.1, 0.2, -0.1], [-0.1, 0.1, -0.1], [0.2, -0.2, 0.0], [0.0, -0.2, 0.1], [0.1, -0.1, 0.1], [0.2, -0.2, -0.1], [0.0, 0.0, 0.2], [-0.1, 0.1, 0.0], [-0.4, 0.3, 0.5], [-0.6, 0.1, -0.5], [0.4, -0.2, 0.2], [-0.2, 0.1, -0.1], [-0.2, -0.1, 0.1], [0.2, 0.0, -0.1], [0.2, 0.1, 0.2], [0.7, -0.2, -0.6], [-0.3, -0.2, 1.1], [-0.1, 0.0, -0.5], [0.0, 0.0, 0.2], [0.0, 0.1, 0.1], [0.2, 0.0, -0.3], [-0.1, 0.1, -0.3], [0.0, -0.1, -0.1], [0.2, 0.0, -0.1], [-0.1, 0.0, 0.0], [-0.1, 0.1, 0.1]],
  "lowdin_charge": [-0.06, -0.26, -0.18, -0.25, -0.17, 0.66, -0.35, 0.44, -0.28, -0.33, -0.56, 0.69, 0.59, -0.37, -0.63, 0.14, 0.11, -0.52, 0.03, 0.02, -0.17, -0.22, 0.62, -0.16, -0.17, -0.27, -0.11, -0.08, -0.11, -0.10, -0.11, 0.08, 0.08, 0.05, 0.10, 0.12, 0.12, 0.10, 0.09, 0.08, -0.01, 0.08, 0.06, 0.11, 0.06, 0.06, 0.07, -0.13, -0.05, -0.02, -0.05, 0.09, 0.10, 0.09, 0.11, 0.08, 0.08, 0.01, 0.03, 0.03, 0.02, 0.03, 0.03, 0.11, 0.11, 0.10, 0.11, 0.09, -0.03, -0.43, -0.30, 0.09, 0.09, 0.13, 0.11, 0.04, -0.54, -0.29, 0.10, 0.10, 0.15, 0.14, 0.15, 0.14, 0.14, 0.18, -0.04, -0.44, -0.31, 0.10, 0.09, 0.13, 0.10, 0.04, -0.53, -0.28, 0.10, 0.10, 0.14, 0.14, 0.15, 0.14, 0.17, 0.18],
  "gap_ev": 8.646,
  "charge": 0
}

---

Entry 2:
{
  "formula": "C6H13NO",
  "method": "wB97M-V/def2-TZVPD",
  "elements": ["C", "O", "C", "C", "C", "C", "C", "N", "H", "H", "H", "H", "H", "H", "H", "H", "H", "H", "H", "H", "H"],
  "xyz": [[1.554716, -0.833918, -0.420441], [2.132105, -2.173620, -1.444436], [0.398180, -0.307755, -1.261469], [-0.135644, 0.993450, -0.621163], [-0.416174, 0.816757, 0.857303], [-1.634276, 0.542090, 1.280088], [-1.975964, 0.430840, 2.745703], [0.792834, -0.015439, -2.660329], [2.297837, -0.149380, -0.007388], [1.215504, -1.551291, 0.316628], [2.546454, -1.401386, -1.132651], [-0.284978, -1.146847, -1.380576], [0.405926, 1.767528, -1.169815], [-1.161296, 1.129652, -0.982401], [0.411416, 0.827237, 1.561427], [-2.520499, 0.466632, 0.663360], [-2.343962, -0.596470, 2.870974], [-2.865199, 1.035858, 2.931192], [-1.208725, 0.618522, 3.490838], [1.688294, 0.480774, -2.655206], [1.103452, -0.933235, -2.981637]],
  "forces_ev_per_angstrom": [[-3.4, -2.5, 0.0], [-2.2, -0.3, 0.7], [1.0, 0.8, -0.4], [-1.8, -1.6, -0.8], [1.0, 0.6, -0.9], [0.1, 0.6, 1.7], [-1.0, -1.1, -0.6], [0.6, -0.5, 0.4], [0.4, -0.1, -0.6], [-0.1, 0.6, 0.6], [5.0, 1.6, -0.9], [-0.4, 0.3, 0.6], [0.4, 0.5, 1.3], [0.2, 0.0, -0.6], [-0.1, 0.2, 0.2], [0.2, 0.1, -0.5], [0.1, 0.0, 0.4], [0.2, 0.2, 0.2], [0.2, 0.2, -0.3], [-0.3, 0.3, 0.0], [-0.2, 0.1, -0.4]],
  "lowdin_charge": [-0.03, -0.12, -0.41, -0.16, -0.13, -0.16, -0.10, 0.03, 0.14, 0.12, -0.09, 0.15, 0.12, 0.11, 0.11, 0.11, 0.07, 0.07, 0.07, 0.07, 0.06],
  "gap_ev": 10.319,
  "charge": 0
}

---

no.,F_max (eV/A),E_LUMO (eV)
1,2.1,0.152
2,5.3,0.812